ORCA calculation (ωB97M-V/def2-TZVPD) on a structure of composition C2H3OPt in a non-equilibrium geometry.

Output
Maximum force, eV/Å: 5.08
ΔE to the lowest compared entry with this formula, charge and spin, eV: 4.453
Energy, hartree: -271.94188
Orbital gap (spin up / spin down), eV: 7.62 / 7.51
Expectation value of S²: 2.024

The geometry in ORCA input format:
```
! wB97M-V def2-TZVPD RIJCOSX def2/J DEFGRID3
* xyz 1 3
O -0.6635 0.8179 0.5164
C 0.1055 1.0335 -0.5836
Pt 1.8712 0.7972 0.2706
H -1.5998 0.6462 0.3372
C 0.1949 -0.6891 -0.1017
H 0.4440 -1.2453 -1.0099
H -0.3524 -1.3605 0.5709
*
```

Charges obtained by natural (NBO) population analysis, quoted in units of e: atom 1 (O): -0.5819, atom 2 (C): 0.2284, atom 3 (Pt): 0.7199, atom 4 (H): 0.5431, atom 5 (C): -0.3852, atom 6 (H): 0.2285, atom 7 (H): 0.2472